{"formula": "C30H27BrCsN3P2S2", "method": "ωB97M-V with the def2-TZVPD basis set", "homo_lumo_gap_ev": 5.443, "e_tot_ha": -5397.0433, "molar_mass_g_mol": 768.46, "charge": -2, "lumo_energy_ev": 3.70, "de_lowest_kj_mol": 0.0, "symbols": ["Cs", "C", "C", "P", "C", "C", "C", "C", "C", "C", "C", "C", "C", "C", "C", "C", "P", "C", "C", "C", "C", "C", "C", "C", "C", "C", "C", "C", "C", "H", "H", "H", "H", "H", "H", "H", "H", "H", "H", "H", "H", "H", "H", "H", "H", "H", "H", "H", "H", "H", "H", "H", "H", "S", "C", "S", "C", "C", "N", "C", "N", "Br", "N", "H", "H", "H"], "coordinates": [[-2.519, 3.031, 2.306], [0.366, -0.543, -1.044], [-1.083, -0.303, -0.622], [-2.399, -0.412, -1.956], [-2.297, 1.254, -2.722], [-1.279, 2.175, -2.502], [-1.297, 3.411, -3.134], [-2.332, 3.742, -3.996], [-3.358, 2.833, -4.216], [-3.337, 1.600, -3.583], [-1.356, -1.315, -3.229], [-0.769, -0.761, -4.365], [-0.035, -1.547, -5.247], [0.111, -2.906, -5.020], [-0.507, -3.482, -3.918], [-1.241, -2.696, -3.045], [1.552, 0.118, 0.242], [1.068, -0.839, 1.732], [0.954, -0.138, 2.931], [0.667, -0.811, 4.113], [0.482, -2.183, 4.101], [0.568, -2.883, 2.903], [0.867, -2.218, 1.727], [3.044, -0.844, -0.243], [3.439, -0.882, -1.582], [4.589, -1.555, -1.964], [5.377, -2.190, -1.015], [5.018, -2.121, 0.324], [3.869, -1.448, 0.708], [0.586, -0.004, -1.969], [0.568, -1.599, -1.228], [-1.187, 0.684, -0.169], [-1.369, -1.024, 0.146], [-0.460, 1.946, -1.830], [-0.498, 4.121, -2.953], [-2.339, 4.704, -4.493], [-4.177, 3.097, -4.875], [-4.141, 0.891, -3.737], [-0.873, 0.298, -4.565], [0.434, -1.091, -6.111], [0.687, -3.517, -5.705], [-0.415, -4.549, -3.744], [-1.736, -3.152, -2.193], [1.103, 0.937, 2.950], [0.588, -0.247, 5.033], [0.260, -2.709, 5.021], [0.395, -3.953, 2.891], [0.952, -2.779, 0.803], [2.836, -0.386, -2.333], [4.875, -1.576, -3.009], [6.267, -2.728, -1.316], [5.641, -2.592, 1.075], [3.600, -1.397, 1.755], [-0.038, 2.995, 4.328], [-0.851, 4.047, 5.411], [-2.369, 4.742, 5.007], [-0.266, 4.352, 6.659], [-0.907, 5.164, 7.622], [-1.387, 5.803, 8.459], [0.992, 3.854, 7.065], [2.013, 3.490, 7.471], [-4.065, 1.084, 0.072], [-3.154, -1.528, 2.661], [-2.397, -1.011, 3.098], [-3.975, -1.389, 3.238], [-3.357, -1.060, 1.780]], "nbo_charge": [0.930, -0.716, -0.730, 0.885, -0.319, -0.228, -0.204, -0.232, -0.237, -0.138, -0.319, -0.178, -0.236, -0.238, -0.220, -0.220, 0.801, -0.258, -0.221, -0.210, -0.213, -0.206, -0.248, -0.208, -0.249, -0.215, -0.238, -0.202, -0.250, 0.224, 0.221, 0.246, 0.244, 0.214, 0.205, 0.200, 0.200, 0.208, 0.211, 0.199, 0.199, 0.201, 0.213, 0.251, 0.245, 0.206, 0.201, 0.207, 0.213, 0.202, 0.200, 0.203, 0.226, -0.505, -0.185, -0.484, -0.546, 0.354, -0.463, 0.352, -0.463, -0.882, -1.096, 0.359, 0.349, 0.387]}